Record 1
{"formula": "C3H3N3O2", "method": "ωB97M-V/def2-TZVPD", "elements": ["H", "N", "N", "C", "C", "N", "C", "O", "O", "H", "H"], "positions_angstrom": [[-3.74301, -0.97319, 0.03822], [-2.62235, -0.82984, -0.09962], [-2.14362, 0.36770, 0.30149], [-0.73250, 0.37415, -0.05287], [0.12644, 1.34625, -0.16599], [1.38094, 0.92568, -0.02872], [1.40611, -0.36762, -0.06331], [2.49224, -1.02860, 0.16273], [0.10278, -0.76532, -0.14872], [-0.36080, 2.42972, 0.12266], [2.23853, 1.53328, 0.20801]], "forces_ev_per_a": [[3.126, 1.374, 0.311], [-0.424, 3.687, 1.510], [-0.727, -5.407, -3.131], [-0.486, -2.441, -0.003], [-4.110, 7.247, 2.654], [3.349, 4.872, -0.319], [4.439, -5.009, 2.116], [-4.746, 1.543, -1.440], [-0.501, -1.719, 0.279], [2.135, -2.517, -1.128], [-2.056, -1.629, -0.848]], "lowdin_charge": [0.11, 0.05, 0.04, -0.30, -0.09, 0.13, -0.50, 0.01, 0.12, 0.20, 0.23], "e_lumo_ev": -0.92, "spin_multiplicity": 1, "de_lowest_ev": 5.018, "smiles": "[H]/N=N/c1c[nH]c(=O)o1", "e_homo_ev": -9.098, "energy_ev": -11720.9392, "orbital_gap_ev": 8.183}

Record 2
{"formula": "CH5BrOSi", "method": "ωB97M-V/def2-TZVPD", "elements": ["Si", "O", "C", "Br", "H", "H", "H", "H", "H"], "positions_angstrom": [[-1.11118, 0.41938, -0.63269], [-0.34044, -0.81422, 0.17275], [0.86667, -0.58241, 0.66372], [2.37897, -0.46246, -0.60306], [-1.30166, 1.67656, 0.16461], [-2.44510, -0.23136, -0.65980], [-0.13212, 1.14478, -1.51425], [1.06944, -1.51062, 1.22638], [1.01541, 0.36035, 1.18234]], "forces_ev_per_a": [[-0.285, 1.275, 0.861], [-1.525, 0.613, -1.352], [2.005, -1.415, 1.564], [0.082, -0.131, -0.499], [-0.172, -0.480, 0.479], [0.180, 0.302, -1.032], [-0.615, -1.012, -0.730], [0.661, 0.949, 0.270], [-0.330, -0.102, 0.438]], "lowdin_charge": [0.59, -0.39, -0.74, 0.56, -0.07, -0.04, -0.05, 0.08, 0.05], "e_lumo_ev": 0.73, "spin_multiplicity": 1, "de_lowest_ev": 0.629, "smiles": "[SiH3]OCBr", "e_homo_ev": -10.128, "energy_ev": -81085.0668, "orbital_gap_ev": 10.860}

Record 3
{"formula": "C6H10N2O5", "method": "ωB97M-V/def2-TZVPD", "elements": ["N", "C", "C", "O", "N", "C", "C", "C", "O", "O", "C", "O", "O", "H", "H", "H", "H", "H", "H", "H", "H", "H", "H"], "positions_angstrom": [[-4.55056, -0.26241, 0.34093], [-3.47097, -0.34151, -0.63433], [-2.04756, -0.55475, -0.03442], [-1.90882, -1.24571, 0.95615], [-1.03489, 0.26413, -0.55739], [0.29714, 0.21118, -0.02643], [1.26336, -0.77670, -0.71014], [2.60948, -0.93069, -0.07536], [2.73660, -0.71947, 1.15825], [3.54640, -1.45204, -0.81978], [0.77981, 1.62809, -0.00017], [0.31590, 2.51329, -0.68534], [1.68516, 1.90871, 0.93510], [-4.29988, 0.30071, 1.13392], [-4.54799, -1.15656, 0.84283], [-3.44768, 0.57052, -1.21991], [-3.68542, -1.14444, -1.35524], [-1.21729, 1.04872, -1.14744], [0.20074, -0.23665, 0.98029], [1.33009, -0.57016, -1.77635], [0.89469, -1.74926, -0.65555], [4.20967, -1.65828, -0.13239], [2.07167, 1.13140, 1.37504]], "forces_ev_per_a": [[0.284, -1.386, 0.437], [0.731, 0.150, -0.227], [-0.547, 1.584, 0.199], [0.581, -0.251, -0.537], [-0.680, -2.143, 0.178], [-0.277, -1.318, 0.947], [0.572, 1.878, -1.352], [-1.674, 1.011, 3.456], [0.411, -0.377, -2.845], [0.644, -0.270, 0.498], [0.064, 1.186, 0.601], [0.342, -0.838, 0.217], [0.516, 0.479, -0.094], [0.314, 1.047, -0.006], [-0.335, -0.114, -0.550], [-0.056, 0.276, -0.145], [0.085, 0.102, 0.317], [-0.370, 0.235, -0.388], [0.055, 0.787, -0.039], [0.249, 0.120, -0.143], [-1.116, -1.771, 0.206], [0.502, -0.104, -0.537], [-0.293, -0.283, -0.194]], "lowdin_charge": [0.00, -0.20, -0.42, 0.06, 0.10, -0.23, -0.02, -0.49, 0.05, 0.17, -0.47, 0.12, 0.14, 0.06, 0.07, 0.10, 0.12, 0.12, 0.16, 0.14, 0.12, 0.15, 0.10], "e_lumo_ev": 0.31, "spin_multiplicity": 1, "de_lowest_ev": 1.219, "smiles": "NCC(=O)N[C@@H](CC(=O)O)C(=O)O", "e_homo_ev": -9.799, "energy_ev": -19602.8091, "orbital_gap_ev": 10.109}